[1]
A cluster of 2 separate species, C4H7NS3 in total. Source: the Open Molecules 2025 dataset; level of theory: wB97M-V/def2-TZVPD.

## Properties
max |F| = 5.58 eV/Å
electronic energy = -1405.72860 Eh
energy relative to the best compared isomer or geometry (same formula, charge and spin) = 122.3 kcal per mole

Geometry (Å):
C1 -1.275 -1.000 -0.397
C2 -0.469 -0.350 0.762
C3 3.065 0.287 -0.775
C4 -0.795 1.110 1.052
H1 -3.503 0.271 -1.233
H2 -1.021 -0.564 -1.376
H3 -0.984 -2.168 -0.272
H4 -0.774 -0.693 1.826
H5 3.464 0.434 -1.778
H6 3.994 0.678 0.418
H7 -0.299 1.453 2.076
N1 1.758 -0.030 -0.729
S1 -3.104 -0.912 -0.177
S2 1.335 -0.689 0.698
S3 -1.390 2.173 -0.094

[2]
A cluster of 2 separate species, C4H7O2 in total. Source: the Open Molecules 2025 dataset; level of theory: wB97M-V/def2-TZVPD.

## Properties
spin multiplicity = 2
max |F| = 2.99 eV/Å
electronic energy = -307.04074 Eh
expectation value of S² = 0.753
energy relative to the best compared isomer or geometry (same formula, charge and spin) = 0.0 kcal per mole

Geometry (Å):
H1 0.203 1.333 -0.670
C1 0.557 0.656 0.071
C2 1.320 -0.545 -0.406
C3 -0.220 0.573 1.352
C4 -1.915 -0.476 -1.374
O1 -1.821 -1.437 -0.681
O2 -1.821 0.535 -1.935
H2 1.408 -0.637 -1.495
H3 2.308 -0.276 -0.011
H4 1.042 -1.518 0.006
H5 -1.120 1.198 1.391
H6 -0.468 -0.422 1.730
H7 0.527 1.017 2.022

[3]
A cluster of 2 separate species, C4H7O2 in total. Source: the Open Molecules 2025 dataset; level of theory: wB97M-V/def2-TZVPD.

## Properties
max |F| = 3.52 eV/Å
electronic energy = -306.75505 Eh
charge = +1
energy relative to the best compared isomer or geometry (same formula, charge and spin) = 23.9 kcal per mole

Geometry (Å):
C1 0.827 -0.902 0.721
C2 -1.377 1.940 0.407
C3 1.529 -2.085 0.113
C4 -1.415 1.965 -0.961
O1 -1.348 1.912 1.508
O2 -0.016 -0.168 0.237
H1 1.095 -1.079 1.834
H2 2.255 -2.557 0.895
H3 1.829 -1.969 -0.955
H4 0.741 -2.913 0.175
H5 -1.073 0.875 -1.309
H6 -2.358 2.294 -1.352
H7 -0.688 2.689 -1.313

[4]
The ion C4H7O2 with charge +1. Source: the Open Molecules 2025 dataset; level of theory: wB97M-V/def2-TZVPD.

## Properties
spin multiplicity = 3
max |F| = 12.09 eV/Å
electronic energy = -306.50992 Eh
expectation value of S² = 2.007
charge = +1
energy relative to the best compared isomer or geometry (same formula, charge and spin) = 63.2 kcal per mole

Geometry (Å):
C1 0.377 0.781 -0.646
C2 -0.213 0.077 1.798
C3 -1.139 -0.498 0.817
C4 0.871 0.012 -1.759
O1 -0.162 1.779 -0.448
O2 0.268 -0.290 0.470
H1 0.020 1.062 2.169
H2 0.032 -0.833 2.404
H3 -1.359 -1.500 1.104
H4 -1.827 0.045 0.183
H5 0.562 -1.084 -1.538
H6 0.606 0.420 -2.845
H7 1.964 0.029 -1.710